Entry 1:
This record from OMol25 describes a cluster of 12 separate species, C58H128F12N7O12 in total. The level of theory is ωB97M-V with the def2-TZVPD basis set.

```
217
C58H128F12N7O12 ωB97M-V with the def2-TZVPD basis set
C -0.21217 -32.13175 8.25439
C -1.19682 -31.37576 7.34927
C -2.60256 -31.77650 7.71465
C -3.51502 -30.99085 6.77274
N -5.01397 -31.24902 6.92971
C -5.85873 -30.48923 5.91806
C -7.15733 -31.30522 5.81983
C -6.64769 -32.79211 6.01265
C -5.23044 -32.71965 6.59893
C -5.53296 -30.84072 8.31643
H -0.30253 -33.18295 8.03192
H -0.38297 -31.82581 9.27740
H 0.79020 -31.83537 7.96515
H -0.96119 -31.65497 6.32081
H -1.00512 -30.30398 7.46767
H -2.76770 -31.50279 8.76098
H -2.76125 -32.84474 7.68184
H -3.27273 -31.15253 5.72431
H -3.33547 -29.92911 6.92166
H -5.97736 -29.53878 6.40798
H -5.31747 -30.28964 4.98145
H -7.86028 -31.01885 6.59279
H -7.60151 -31.15161 4.82176
H -7.29490 -33.34081 6.69537
H -6.70204 -33.35929 5.08379
H -5.12825 -33.36339 7.47324
H -4.51251 -33.04763 5.86021
H -4.90937 -31.32633 9.03792
H -6.53548 -31.20665 8.35448
H -5.51561 -29.76554 8.35866
C -11.97954 -35.41627 5.68131
C -11.13347 -34.43614 4.86857
C -9.83415 -35.09855 4.48202
C -10.08513 -35.79989 3.21218
N -8.89799 -36.59095 2.73118
C -9.21315 -37.23313 1.39674
C -8.14475 -38.30619 1.15602
C -7.69717 -38.64581 2.65133
C -8.54981 -37.84884 3.57598
C -7.65638 -35.76883 2.61298
H -12.40257 -36.23756 5.10754
H -12.85139 -34.85803 6.04558
H -11.46426 -35.75284 6.59865
H -10.92026 -33.58032 5.51640
H -11.60647 -34.08910 3.95774
H -9.41334 -35.77706 5.25979
H -9.09462 -34.32465 4.30470
H -10.39128 -35.09168 2.43957
H -10.86843 -36.56739 3.27848
H -9.25065 -36.42833 0.65106
H -10.21210 -37.62086 1.55740
H -7.35279 -37.90403 0.52472
H -8.60050 -39.10268 0.58003
H -6.63723 -38.39928 2.81683
H -7.73917 -39.68939 2.89487
H -7.94262 -37.63721 4.44601
H -9.45823 -38.36458 3.86286
H -7.35964 -35.31072 3.55766
H -7.82879 -35.01748 1.82926
H -6.84676 -36.41096 2.28963
C -12.99351 -32.33808 -2.52728
C -13.70607 -31.06264 -2.25867
C -14.42065 -30.97688 -0.96554
C -15.16028 -29.68852 -0.81135
N -15.68867 -29.45696 0.52954
C -16.51041 -28.09763 0.52602
C -16.34843 -27.53211 1.89229
C -14.88704 -27.78507 2.22999
C -14.51951 -29.17645 1.56698
C -16.54394 -30.60671 1.12653
H -12.40365 -32.59017 -1.63389
H -12.35153 -32.30621 -3.39855
H -13.67722 -33.18076 -2.57942
H -14.41099 -30.93084 -3.07507
H -13.01318 -30.20552 -2.29961
H -13.82530 -31.09875 -0.06461
H -15.14728 -31.79799 -0.96982
H -15.98457 -29.55082 -1.51384
H -14.43010 -28.87665 -0.94106
H -17.56343 -28.26792 0.30638
H -16.07794 -27.47932 -0.26104
H -17.08486 -28.04284 2.50634
H -16.62604 -26.47452 1.89929
H -14.64489 -27.70605 3.29547
H -14.21926 -27.07399 1.74902
H -14.47037 -29.99081 2.28721
H -13.58345 -29.10550 1.02094
H -16.82309 -30.28613 2.12325
H -15.91498 -31.49181 1.13963
H -17.38027 -30.68652 0.45966
C -13.60151 -28.30569 8.82978
C -14.23159 -29.44945 9.68748
O -13.60733 -30.23636 10.24891
N -15.59754 -29.20630 9.84199
H -15.78961 -28.20214 9.79611
H -16.36357 -29.61472 8.54471
C -16.30277 -29.94305 10.91822
H -12.70131 -28.59174 8.29204
H -13.54483 -27.37656 9.42672
H -14.34843 -28.06063 8.07619
H -16.32767 -30.99447 10.66796
H -17.32523 -29.60662 11.00504
H -15.78185 -29.87165 11.87143
C -11.99755 -25.11443 6.79531
C -12.64488 -24.37722 5.65725
C -13.23558 -23.08879 6.24122
O -13.58060 -22.26796 5.18516
C -14.22995 -21.10359 5.60489
N -11.70482 -23.94618 4.51640
H -11.62067 -24.71257 3.74263
H -12.13660 -23.14972 4.05140
H -10.78070 -23.69084 4.81328
H -12.75397 -25.40051 7.50882
H -11.31559 -24.48891 7.38115
H -11.38017 -25.98866 6.60418
H -13.42102 -24.92252 5.13146
H -12.43293 -22.60912 6.84239
H -14.08736 -23.27911 6.92249
H -15.23936 -21.36378 5.90667
H -14.22080 -20.39380 4.77539
H -13.68732 -20.60838 6.41552
C -12.12606 -29.30837 5.28497
C -10.93022 -29.75792 4.54479
C -11.36063 -30.54919 3.33815
O -10.24820 -31.19887 2.73639
C -10.62968 -32.01818 1.63908
N -10.06184 -28.54564 4.24239
H -9.68946 -28.13494 5.11531
H -9.25008 -28.89303 3.72922
H -10.57888 -27.80210 3.70998
H -12.84507 -30.07367 5.52641
H -12.65310 -28.54218 4.69203
H -11.84726 -28.89872 6.25855
H -10.28276 -30.35031 5.20054
H -11.81392 -29.86680 2.58937
H -12.14415 -31.26992 3.63804
H -11.14018 -31.48445 0.81754
H -11.23090 -32.85776 1.99693
H -9.73152 -32.44306 1.20599
C -6.24802 -31.64697 -0.46187
C -5.62500 -30.49334 0.23700
C -6.00615 -30.41726 1.72288
O -7.35662 -30.29297 1.88969
C -7.93550 -29.12592 1.31228
N -4.07842 -30.63517 0.19821
H -3.79464 -31.49456 0.64616
H -3.67136 -30.59284 -0.72151
H -3.73588 -29.90570 0.81264
H -7.30197 -31.77409 -0.24073
H -5.78841 -32.60265 -0.14759
H -6.12749 -31.62518 -1.54331
H -5.80548 -29.56142 -0.30655
H -5.41484 -29.57582 2.16478
H -5.65902 -31.35358 2.19245
H -7.45067 -28.24374 1.73137
H -8.99297 -29.21351 1.53478
H -7.81943 -29.22493 0.22876
C -10.95661 -26.05590 1.65710
O -11.39363 -24.71301 1.53541
O -11.24585 -26.67177 2.83767
C -11.43844 -26.76398 0.39309
F -12.68553 -26.49291 0.05267
F -10.55401 -26.48940 -0.66210
F -11.40078 -28.11684 0.65076
C -10.37929 -23.76017 1.03986
C -10.91046 -22.35710 1.22560
H -10.15780 -21.65038 0.87499
H -11.83587 -22.18848 0.69471
H -11.13849 -22.26483 2.28781
H -10.19391 -23.90383 -0.03666
H -9.40871 -23.91916 1.55549
H -9.88724 -26.07712 1.47078
C -16.38948 -30.60653 6.63943
O -15.20451 -31.05312 7.31934
O -17.07356 -29.69362 7.34365
C -15.93908 -29.87241 5.42332
F -16.95361 -29.68287 4.56973
F -15.43539 -28.71523 5.64906
F -15.05473 -30.64887 4.77731
C -14.91027 -32.47454 7.22664
C -14.28358 -33.01703 8.58053
H -13.92205 -34.01538 8.27514
H -13.39941 -32.43391 8.81320
H -14.99313 -33.09577 9.37412
H -14.17236 -32.58486 6.36914
H -15.78158 -33.08328 7.00621
H -17.15828 -31.44074 6.51561
C -8.74361 -28.12357 7.68973
O -9.72479 -29.19495 7.56272
O -8.59138 -27.54541 6.45351
C -9.21529 -27.13994 8.75470
F -10.55947 -26.93937 8.69055
F -8.97239 -27.67136 9.93743
F -8.68757 -25.95087 8.72892
C -9.81042 -30.12696 8.59531
C -10.58761 -31.31922 7.99218
H -11.60087 -30.98038 7.79287
H -10.15848 -31.72158 7.04944
H -10.64723 -32.15554 8.68842
H -10.39723 -29.82617 9.44614
H -8.81399 -30.50905 8.88153
H -7.80964 -28.51826 8.03380
C -14.72875 -35.32574 -0.07337
O -14.57134 -36.31281 -1.19311
O -15.77043 -35.58330 0.79023
C -13.47829 -35.48428 0.70259
F -13.37906 -36.36333 1.59295
F -12.32585 -35.53907 -0.07742
F -13.38743 -34.15818 1.32313
C -14.84659 -37.63787 -0.88081
C -15.32594 -38.39402 -2.06419
H -16.28317 -38.03801 -2.40550
H -14.64393 -38.25929 -2.90893
H -15.35552 -39.46478 -1.84899
H -15.59934 -37.73977 -0.11325
H -13.92339 -38.06674 -0.46141
H -14.75389 -34.33005 -0.62692
```

Values from the calculation:
* charge: +3
* 2S+1: 1
* energy above the lowest of the compared OMol25 structures with the same formula, charge and spin: 0.699 eV

Mulliken population analysis, charges in e, atoms 1 to 6: atom 1 (C): -1.3706, atom 2 (C): -0.4864, atom 3 (C): -0.2833, atom 4 (C): -1.2752, atom 5 (N): 0.7050, atom 6 (C): -1.0461


Entry 2:
This record from OMol25 describes a cluster of 13 separate species, C58H133N11O2 in total. The level of theory is ωB97M-V with the def2-TZVPD basis set.

```
204
C58H133N11O2 ωB97M-V with the def2-TZVPD basis set
C 0.31695 -3.88671 1.64513
C -1.09892 -3.62873 1.63979
N -2.26582 -3.45715 1.68200
H 0.75497 -3.28767 0.84676
H 0.52679 -4.94316 1.47793
H 0.77889 -3.48880 2.54868
C 3.89637 -5.42005 0.57164
C 2.86271 -6.41021 0.17261
N 2.09509 -7.23017 -0.07441
H 3.63082 -4.84121 1.45623
H 4.17962 -4.79704 -0.27673
H 4.83856 -5.92360 0.78802
C -1.26533 1.30130 -4.83112
C -1.20032 -0.16982 -4.99389
N -1.14437 -1.34089 -5.08861
H -1.86929 1.77391 -5.60571
H -0.23597 1.65872 -4.80370
H -1.81775 1.42133 -3.89917
C 1.22368 -3.47888 6.03218
C 1.78949 -2.24428 5.55430
N 2.29479 -1.29030 5.13516
H 0.33815 -3.67331 5.42709
H 0.97493 -3.26792 7.07224
H 1.95684 -4.27682 5.91438
C -7.36323 -2.29850 4.85831
C -7.54014 -1.70105 3.44980
N -6.55356 -0.70766 3.05171
C -5.29246 -1.39896 2.79238
C -4.03428 -0.55134 2.72293
C -6.88821 -0.00422 1.84600
C -8.10751 0.90492 1.85947
H -7.35267 -1.51312 5.61408
H -6.46305 -2.90396 4.96412
H -8.21178 -2.93549 5.10792
H -7.69468 -2.50303 2.72796
H -8.48799 -1.16294 3.46100
H -5.13215 -1.98344 3.69835
H -5.36367 -2.06202 1.93017
H -3.19538 -1.12061 3.12325
H -3.77237 -0.26561 1.70417
H -4.11531 0.31417 3.38052
H -7.05287 -0.66295 0.99332
H -6.07691 0.69025 1.62786
H -8.14688 1.42593 0.90286
H -8.11236 1.71255 2.59146
H -8.99637 0.28248 1.96252
C -5.75940 2.07045 -1.12217
C -4.53305 1.43429 -1.90345
N -3.63735 2.46816 -2.52529
C -4.30660 3.15885 -3.64403
C -5.12399 2.26956 -4.58143
C -3.12776 3.46667 -1.59818
C -2.32530 2.85135 -0.47469
H -6.45323 2.60826 -1.76827
H -5.32285 2.74071 -0.38171
H -6.41497 1.35227 -0.62968
H -3.91168 0.93394 -1.16072
H -4.85990 0.70555 -2.64522
H -4.90239 3.98031 -3.24613
H -3.53797 3.57137 -4.29758
H -4.48010 1.48905 -4.98676
H -6.00284 1.83191 -4.10796
H -5.48507 2.86584 -5.41939
H -3.92608 4.15603 -1.32328
H -2.43775 4.10411 -2.15104
H -1.78033 3.58249 0.12241
H -1.64663 2.05118 -0.77007
H -2.91060 2.34104 0.29023
C 7.73641 -0.90063 0.91958
C 7.80741 -1.67462 2.26865
N 6.87808 -1.29493 3.39271
C 7.15365 -0.03192 4.05217
C 8.48536 -0.06274 4.83977
C 5.46566 -1.34161 3.01970
C 4.96858 -2.74709 2.64691
H 7.51640 0.16363 1.00341
H 6.84118 -1.26118 0.41297
H 8.58556 -1.12134 0.27279
H 7.68279 -2.74444 2.10120
H 8.81372 -1.52861 2.66124
H 7.23040 0.81933 3.37572
H 6.36535 0.30565 4.72502
H 8.39982 0.72196 5.59145
H 8.50100 -0.98240 5.42464
H 9.35118 0.06849 4.19074
H 5.37065 -0.65070 2.18202
H 4.84151 -0.95012 3.82298
H 5.19368 -2.96998 1.60395
H 3.88679 -2.73914 2.78023
H 5.39600 -3.54430 3.25507
C -4.77080 -1.96990 -4.48422
C -4.13385 -2.35737 -3.14315
N -5.09035 -3.03430 -2.25037
C -4.36693 -3.40643 -0.99841
C -3.59785 -4.73821 -1.28391
C -6.25058 -2.16825 -1.92030
C -7.35954 -2.97490 -1.24855
H -3.92561 -1.71144 -5.12215
H -5.30029 -1.02131 -4.39512
H -5.36962 -2.74837 -4.95697
H -3.27117 -3.01552 -3.24668
H -3.83456 -1.45634 -2.60774
H -5.05348 -3.57628 -0.16902
H -3.67389 -2.62315 -0.69136
H -4.21473 -5.49775 -1.76418
H -3.35908 -5.11054 -0.28768
H -2.68943 -4.62384 -1.87533
H -5.90941 -1.33869 -1.30099
H -6.74580 -1.84683 -2.83657
H -7.18184 -3.06394 -0.17682
H -8.31162 -2.44645 -1.19970
H -7.58640 -3.97859 -1.60803
C -0.04426 6.02685 -4.08311
C 0.01091 4.49323 -4.26627
N 1.33307 3.91436 -4.30156
C 2.02657 4.00201 -3.00640
C 1.30744 3.14577 -1.94603
C 2.21695 4.34098 -5.38800
C 1.53520 4.18251 -6.77800
H 0.06997 6.31448 -3.03797
H -1.03730 6.42690 -4.28787
H 0.67962 6.58388 -4.67793
H -0.64139 3.99800 -3.54699
H -0.47269 4.22578 -5.20579
H 3.07028 3.71218 -3.12791
H 2.00915 5.05810 -2.73720
H 0.34505 3.57771 -1.67155
H 1.10168 2.13522 -2.29895
H 1.88370 3.06233 -1.02460
H 3.10265 3.71786 -5.26401
H 2.58679 5.36058 -5.27976
H 2.21908 4.38848 -7.60139
H 0.72773 4.90302 -6.90822
H 1.23985 3.14573 -6.93907
C 4.95930 2.05789 0.92893
C 4.96746 3.09217 -0.20806
N 5.06823 4.47427 0.26630
C 5.97621 4.72212 1.38715
C 7.44921 4.40823 1.06934
C 5.17986 5.30928 -0.90415
C 5.07492 6.82349 -0.60553
H 4.31027 2.37477 1.74529
H 5.96070 1.81332 1.28316
H 4.54901 1.13464 0.51979
H 5.78781 2.92537 -0.90612
H 4.07837 2.98355 -0.82920
H 5.86284 5.74420 1.74856
H 5.81943 4.08630 2.25850
H 7.63718 3.35248 0.87396
H 7.87282 4.96426 0.23299
H 8.07362 4.59973 1.94200
H 4.37677 5.18930 -1.63130
H 6.08225 5.03670 -1.45141
H 5.96832 7.13689 -0.06542
H 4.16363 7.02523 -0.04256
H 5.08384 7.28179 -1.59446
C -1.07333 -1.67204 -1.27869
C 0.21429 -0.84254 -1.13977
N 0.82126 -0.82874 0.24618
C 0.00611 0.12908 1.08158
C 0.32764 0.02363 2.58945
C 2.21151 -0.45622 0.18949
C 3.13199 -1.55656 -0.27649
H -1.89385 -1.27346 -0.68205
H -0.93801 -2.71075 -0.97728
H -1.39533 -1.53408 -2.31086
H 0.90259 -1.18760 -1.91129
H -0.02551 0.17193 -1.45829
H 0.14583 1.15269 0.73401
H -1.05892 -0.08418 0.99028
H 0.40659 -1.01652 2.90566
H 1.26415 0.57412 2.67888
H -0.46419 0.58075 3.09019
H 2.61292 -0.14726 1.15464
H 2.36410 0.40883 -0.45587
H 4.14814 -1.18715 -0.13833
H 3.02177 -1.83084 -1.32564
H 3.03865 -2.38851 0.42154
C 1.88552 -4.29616 -2.80657
C 1.89035 -3.57073 -4.17385
C 1.86151 -4.63899 -5.25066
O 1.64513 -5.82376 -4.51879
C 1.23611 -5.57847 -3.13111
H 1.43140 -3.63634 -2.06730
H 2.93575 -4.52267 -2.62271
H 2.62999 -2.77898 -4.29285
H 0.96485 -3.00668 -4.28959
H 2.79265 -4.56507 -5.81247
H 0.99202 -4.48354 -5.88935
H 1.60338 -6.42638 -2.55296
H 0.14767 -5.61492 -3.08547
C -2.02456 0.61189 5.81701
C -0.73371 1.22781 6.16642
C -0.21275 0.38989 7.33889
O -0.83500 -0.91487 7.15439
C -1.70602 -0.85723 6.06308
H -2.25708 0.78994 4.76709
H -2.75491 1.03754 6.50513
H -0.73732 2.29389 6.39345
H -0.04887 1.08364 5.33076
H -0.53938 0.77760 8.30381
H 0.86576 0.23694 7.30008
H -2.45911 -1.63891 5.96338
H -1.10943 -1.18428 5.21148
```

Values from the calculation:
* 2S+1: 1

Mulliken population analysis, charges in e, atoms 1 to 6: atom 1 (C): 0.2126, atom 2 (C): 0.2144, atom 3 (N): -0.5153, atom 4 (H): -0.4063, atom 5 (H): 0.5820, atom 6 (H): -0.1437


no.,LUMO (eV),DFT total energy (Ha)
1,-7.1,-4770.17882
2,0.4,-3042.24209